Record 1
Entry from the OMol25 dataset: a 3-piece molecular cluster, C40H56BFO11 overall in a non-equilibrium geometry (ωB97M-V with the def2-TZVPD basis set).

Computed properties:
Total charge: 0
Spin multiplicity: 1
E_HOMO: -9.4 eV

Each line ends with the Löwdin charge.
Positions of all 109 atoms, in Å:
C: -5.624 5.549 -4.161  -0.1046
O: -6.162 4.515 -3.357  -0.1913
C: -7.040 3.666 -4.086  -0.2377
C: -6.284 2.529 -4.744  -0.1834
C: -5.669 1.568 -3.703  -0.1874
C: -4.213 1.925 -3.371  -0.1820
C: -3.876 1.849 -1.852  -0.1901
C: -2.664 0.953 -1.593  -0.2054
C: -2.044 1.138 -0.207  -0.1925
C: -3.044 1.168 0.959  -0.1862
C: -4.057 0.026 1.016  -0.1797
C: -3.550 -1.222 1.764  -0.1331
C: -2.249 -1.753 1.228  -0.1493
C: -1.074 -1.487 1.940  0.0440
C: 0.166 -1.895 1.468  -0.0647
C: 0.267 -2.579 0.262  0.0057
C: -0.906 -2.849 -0.445  -0.1426
F: -0.851 -3.503 -1.603  0.1312
C: -2.168 -2.462 0.019  -0.0799
C: -3.341 -2.840 -0.844  -0.0911
O: -3.646 -4.254 -0.855  -0.0021
C: -3.228 -4.975 0.225  -0.5441
C: -4.106 -4.925 1.438  0.0243
O: -2.264 -5.665 0.175  0.1556
C: 1.619 -2.962 -0.218  -0.2563
O: 1.823 -3.107 -1.399  0.1271
C: 2.663 -3.157 0.827  -0.0074
C: 3.726 -4.056 0.590  -0.1259
C: 3.916 -4.842 -0.681  -0.1145
C: 4.684 -4.069 -1.740  -0.1482
O: 5.980 -3.730 -1.197  -0.0145
C: 6.239 -2.433 -1.058  -0.3765
O: 7.129 -2.037 -0.377  0.0921
C: 4.675 -4.249 1.593  0.0121
C: 4.561 -3.577 2.799  0.0096
C: 3.522 -2.687 3.067  0.0102
B: 3.534 -2.031 4.510  -0.6012
O: 3.700 -2.891 5.598  0.1505
O: 3.495 -0.700 4.723  0.0557
C: 3.078 -0.228 5.995  -0.0541
C: 2.560 -2.469 2.063  -0.0155
C: 1.398 -1.553 2.230  -0.2720
O: 1.388 -0.571 2.923  0.1554
H: -4.734 5.940 -3.678  0.0760
H: -6.362 6.345 -4.257  0.0908
H: -5.333 5.195 -5.151  0.0793
H: -7.584 4.236 -4.843  0.1172
H: -7.744 3.277 -3.356  0.1201
H: -6.937 1.994 -5.431  0.1084
H: -5.469 2.922 -5.350  0.1015
H: -6.279 1.600 -2.802  0.1001
H: -5.738 0.555 -4.091  0.1043
H: -3.986 2.934 -3.695  0.0969
H: -3.562 1.212 -3.870  0.1022
H: -4.745 1.408 -1.373  0.0913
H: -3.729 2.846 -1.446  0.1161
H: -1.911 1.157 -2.349  0.1120
H: -2.989 -0.084 -1.675  0.0946
H: -1.558 2.116 -0.217  0.1130
H: -1.253 0.414 -0.017  0.0933
H: -2.490 1.242 1.894  0.1128
H: -3.606 2.095 0.861  0.1025
H: -4.936 0.380 1.554  0.1149
H: -4.406 -0.269 0.033  0.0834
H: -3.415 -0.946 2.807  0.1178
H: -4.310 -1.999 1.727  0.0983
H: -1.158 -0.937 2.864  0.1273
H: -4.241 -2.290 -0.595  0.1163
H: -3.078 -2.602 -1.869  0.1305
H: -4.623 -5.882 1.481  0.0956
H: -3.505 -4.841 2.334  0.0944
H: -4.871 -4.160 1.377  0.0734
H: 4.493 -5.742 -0.477  0.1218
H: 2.973 -5.186 -1.092  0.1219
H: 4.845 -4.671 -2.626  0.1293
H: 4.131 -3.166 -1.968  0.1029
H: 5.621 -1.733 -1.632  0.1478
H: 5.504 -4.921 1.443  0.1252
H: 5.301 -3.731 3.568  0.1053
H: 2.962 -3.496 5.712  0.1116
H: 3.906 -0.209 6.698  0.0920
H: 2.271 -0.824 6.409  0.0902
H: 2.699 0.782 5.876  0.0921
C: -0.688 8.505 -4.911  -0.1715
C: -1.222 7.579 -5.998  -0.1704
C: -2.211 6.723 -5.218  -0.2102
O: -2.720 7.549 -4.165  -0.1545
C: -1.933 8.739 -4.068  -0.2036
H: -0.257 9.428 -5.293  0.1112
H: 0.075 7.990 -4.322  0.1139
H: -1.747 8.160 -6.759  0.1140
H: -0.452 6.989 -6.492  0.1119
H: -1.718 5.856 -4.766  0.1196
H: -3.039 6.369 -5.833  0.1086
H: -2.522 9.578 -4.454  0.1173
H: -1.704 8.931 -3.019  0.1167
C: 8.899 -2.378 6.407  -0.1701
C: 8.895 -1.149 5.503  -0.1691
C: 8.064 -1.635 4.324  -0.1924
O: 7.129 -2.581 4.854  -0.1583
C: 7.493 -2.923 6.194  -0.2019
H: 9.109 -2.155 7.452  0.1103
H: 9.641 -3.099 6.056  0.1131
H: 8.390 -0.319 6.003  0.1131
H: 9.888 -0.815 5.208  0.1111
H: 8.685 -2.141 3.578  0.1206
H: 7.517 -0.832 3.829  0.1202
H: 6.776 -2.455 6.877  0.1172
H: 7.432 -4.004 6.317  0.1182

=====

Record 2
Entry from the OMol25 dataset: a 10-piece molecular cluster, C40H56N9O16 overall in a non-equilibrium geometry (ωB97M-V with the def2-TZVPD basis set).

Computed properties:
Total charge: -1
Spin multiplicity: 1
E_HOMO: -5.9 eV

Each line ends with the Löwdin charge.
Positions of all 121 atoms, in Å:
C: -52.132 1.276 -18.796  -0.8088
O: -52.311 2.518 -18.560  -0.0820
O: -51.433 0.936 -19.858  0.0492
O: -52.699 0.413 -18.011  -0.1108
H: -51.280 1.786 -20.299  0.0703
C: -48.563 2.750 -23.646  -0.0697
C: -49.156 2.965 -22.216  0.0527
C: -50.553 3.780 -22.237  0.0607
C: -51.009 4.429 -23.577  -0.1201
C: -50.201 4.326 -24.854  0.0415
C: -49.108 3.346 -24.736  -0.1330
N: -52.266 5.247 -23.700  -0.2848
O: -52.876 5.554 -22.552  -0.0115
O: -52.632 5.428 -24.858  0.0447
H: -47.708 2.027 -23.733  0.1156
H: -48.603 2.621 -21.443  0.0042
H: -51.013 3.975 -21.150  0.1186
H: -50.631 4.840 -25.837  0.1489
H: -48.643 2.874 -25.541  0.0751
C: -50.590 0.663 -13.319  -0.1424
C: -50.734 -0.107 -12.081  -0.0109
C: -51.779 -1.299 -12.191  -0.0089
C: -52.489 -1.607 -13.387  -0.1459
C: -52.175 -0.801 -14.691  0.1032
C: -51.220 0.449 -14.549  -0.0419
N: -53.529 -2.705 -13.320  -0.3148
O: -54.078 -2.900 -12.243  0.0518
O: -53.695 -3.422 -14.405  0.0177
H: -49.845 1.379 -13.318  0.0427
H: -50.178 0.318 -11.217  0.0866
H: -51.960 -2.146 -11.341  0.1411
H: -52.770 -1.009 -15.681  0.1108
H: -50.925 1.079 -15.416  0.0718
C: -54.074 -1.538 -21.622  -0.1156
C: -54.533 -1.574 -23.043  0.0756
C: -55.939 -0.776 -23.269  0.0571
C: -56.678 -0.099 -22.181  -0.1145
C: -56.133 -0.237 -20.723  0.1099
C: -54.753 -0.948 -20.638  -0.0657
N: -57.725 0.911 -22.457  -0.3387
O: -58.244 1.075 -23.681  -0.0311
O: -58.179 1.393 -21.497  0.0836
H: -53.209 -1.781 -21.163  0.0425
H: -54.100 -1.973 -23.793  -0.0059
H: -56.236 -0.769 -24.329  0.0880
H: -56.430 0.309 -19.853  0.0463
H: -54.231 -0.819 -19.582  0.1279
C: -55.762 3.996 -22.242  0.0093
C: -54.717 2.961 -21.690  -0.0302
C: -53.794 2.174 -22.470  0.0254
C: -53.793 2.271 -24.022  -0.0804
C: -54.965 3.212 -24.606  0.0960
C: -55.882 4.022 -23.729  -0.0438
N: -52.753 1.750 -24.825  -0.3266
O: -52.912 1.683 -26.116  0.0047
O: -52.040 0.925 -24.262  0.0399
H: -56.533 4.702 -21.663  0.1406
H: -54.673 2.992 -20.669  0.0379
H: -52.936 1.648 -22.141  0.0642
H: -55.020 3.185 -25.590  0.0241
H: -56.615 4.595 -24.070  0.0275
C: -48.796 -3.268 -23.345  -0.2673
O: -48.198 -2.403 -24.053  -0.0545
N: -49.912 -2.854 -22.634  -0.1860
C: -50.792 -3.817 -22.097  -0.0892
C: -50.190 -1.397 -22.443  -0.0188
H: -48.610 -4.344 -23.353  0.1274
H: -50.936 -3.851 -21.103  0.0484
H: -50.834 -4.703 -22.704  0.0869
H: -51.881 -3.512 -22.262  0.0975
H: -51.039 -0.868 -21.817  0.1138
H: -50.577 -1.146 -23.437  0.0770
H: -49.288 -0.911 -22.173  0.0568
C: -50.901 6.090 -14.775  -0.3555
O: -51.907 6.357 -15.393  0.0126
N: -50.221 4.913 -14.939  -0.1827
C: -48.912 4.676 -14.382  -0.0886
C: -50.851 3.847 -15.726  -0.0391
H: -50.488 6.756 -13.928  0.1482
H: -48.082 4.738 -15.123  0.0891
H: -48.686 3.567 -13.914  0.1258
H: -48.659 5.278 -13.582  0.0355
H: -51.257 4.141 -16.655  0.0440
H: -51.759 3.514 -15.123  0.1246
H: -50.192 3.013 -15.930  0.0642
C: -55.696 -0.592 -17.291  -0.4253
O: -56.025 -1.703 -17.367  0.0492
N: -56.649 0.380 -17.413  -0.2192
C: -56.118 1.817 -17.362  -0.0207
C: -58.068 0.173 -17.685  -0.0978
H: -54.648 -0.223 -16.903  0.1407
H: -56.903 2.701 -17.305  0.1187
H: -55.531 1.868 -18.421  0.1138
H: -55.440 1.834 -16.637  0.0057
H: -58.753 0.952 -18.359  0.1355
H: -58.449 0.088 -16.598  0.1038
H: -58.265 -0.780 -18.177  0.0602
C: -46.833 -0.506 -17.262  -0.3808
O: -45.826 -1.149 -17.448  0.0038
N: -47.378 0.222 -18.236  -0.1657
C: -48.482 1.158 -18.010  -0.0537
C: -46.881 0.052 -19.683  -0.0013
H: -47.595 -0.662 -16.460  0.1412
H: -49.026 0.712 -17.202  0.0569
H: -49.152 1.373 -18.971  0.1154
H: -48.184 2.178 -17.807  0.0680
H: -47.191 -0.846 -20.167  0.0590
H: -45.858 -0.179 -19.612  0.0393
H: -47.141 1.080 -20.350  0.1420
C: -48.238 5.616 -20.304  -0.4243
O: -47.721 4.778 -19.594  -0.0039
N: -49.493 5.974 -20.263  -0.1854
C: -49.999 6.991 -21.116  -0.1039
C: -50.299 5.621 -18.983  0.0389
H: -47.602 6.268 -20.964  0.1467
H: -51.182 7.111 -21.168  0.1281
H: -49.487 6.925 -22.129  0.0973
H: -49.612 7.967 -20.787  0.0744
H: -51.025 6.326 -18.954  0.0371
H: -49.766 5.979 -17.969  0.1456
H: -50.607 4.660 -19.085  0.0209

=====

Number 1: total energy -68305.83152 eV, lowest unoccupied orbital energy -0.029 Ha. Number 2: total energy -88529.45173 eV, lowest unoccupied orbital energy 0.011 Ha.